# 1
19
Properties=species:S:1:pos:R:3:lowdin_charge:R:1 method="wB97M-V/def2-TZVPD" homo_energy_ev=-10.8481 de_lowest_kcal_mol=0.0 gap_ev=9.367 spin_multiplicity=1 smiles="O=[PH2]C1=C(CCO)C(=O)OC1=O"
O 2.923 -1.114 1.420 -0.409
P 2.392 -0.385 0.252 0.731
C 0.829 -0.989 -0.402 -0.173
C -0.309 -0.304 -0.617 -0.111
C -0.658 1.128 -0.437 -0.105
C -1.415 1.402 0.880 -0.218
O -0.879 2.585 1.472 -0.064
C -1.328 -1.289 -1.115 -0.393
O -2.504 -1.123 -1.236 0.189
O -0.689 -2.469 -1.354 0.151
C 0.591 -2.401 -0.787 -0.417
O 1.260 -3.362 -0.645 0.201
H 2.099 0.960 0.516 0.019
H 3.252 -0.373 -0.860 0.026
H 0.240 1.740 -0.439 0.104
H -1.280 1.432 -1.280 0.132
H -2.469 1.577 0.660 0.121
H -1.340 0.556 1.564 0.128
H -0.715 2.431 2.407 0.089

---

# 2
100
Properties=species:S:1:pos:R:3:lowdin_charge:R:1 method="wB97M-V/def2-TZVPD" homo_energy_ev=-9.2228 de_lowest_kcal_mol=0.0 gap_ev=9.203 spin_multiplicity=1 smiles="COC[C@](CCCCN)(COO)OC(=O)CCC(F)=C(F)F.NC(N)=O.NC(N)=O.NC(N)=O.NC(N)=O.NC(N)=O.NC(N)=O.NC(N)=O"
C 1.368 -3.297 2.401 -0.084
O 0.237 -2.632 1.885 -0.194
C -0.317 -3.258 0.739 -0.138
C -1.502 -2.459 0.192 -0.346
C -2.228 -1.782 1.354 -0.110
C -3.446 -0.945 0.939 -0.171
C -3.878 0.011 2.054 -0.190
C -3.028 1.289 2.163 -0.287
N -3.035 2.147 0.979 0.009
C -2.456 -3.470 -0.520 -0.119
O -3.484 -3.914 0.325 -0.128
O -2.922 -5.032 1.046 -0.019
O -1.122 -1.514 -0.848 0.036
C 0.074 -0.883 -0.708 -0.450
O 1.060 -1.283 -1.259 0.139
C 0.064 0.390 0.112 -0.042
C 1.213 0.502 1.124 -0.093
C 2.463 1.078 0.544 -0.201
F 3.075 0.448 -0.481 0.078
C 3.013 2.221 0.955 -0.303
F 3.186 2.530 2.229 0.141
F 3.415 3.218 0.184 0.136
H 2.094 -2.568 2.765 0.083
H 1.093 -3.953 3.232 0.065
H 1.879 -3.919 1.659 0.096
H 0.442 -3.455 -0.028 0.140
H -0.717 -4.233 1.032 0.128
H -2.537 -2.525 2.089 0.119
H -1.542 -1.119 1.887 0.102
H -4.282 -1.624 0.761 0.114
H -3.269 -0.420 -0.002 0.111
H -3.810 -0.504 3.019 0.107
H -4.920 0.308 1.905 0.111
H -3.420 1.864 3.004 0.107
H -2.001 0.988 2.393 0.085
H -4.002 2.395 0.790 0.064
H -2.693 1.643 0.171 0.051
H -1.866 -4.318 -0.877 0.140
H -2.885 -2.992 -1.401 0.144
H -2.980 -4.708 1.959 0.051
H 0.149 1.205 -0.615 0.150
H -0.897 0.503 0.602 0.078
H 0.899 1.216 1.889 0.123
H 1.387 -0.451 1.630 0.105
N -0.284 -4.727 5.060 0.162
C -1.484 -4.267 4.633 -0.655
N -2.014 -3.230 5.344 0.174
O -2.046 -4.745 3.654 0.011
H 0.220 -4.331 5.832 0.078
H 0.128 -5.480 4.543 0.108
H -2.900 -2.870 5.044 0.100
H -1.560 -2.820 6.138 0.087
N 6.268 0.621 -1.651 0.153
C 6.701 1.866 -2.019 -0.684
N 5.939 2.902 -1.549 0.156
O 7.686 2.038 -2.714 0.021
H 5.452 0.459 -1.089 0.071
H 6.798 -0.163 -1.980 0.101
H 6.214 3.831 -1.804 0.103
H 5.133 2.763 -0.971 0.056
N 2.227 -3.221 -4.282 0.163
C 1.188 -2.853 -5.088 -0.688
N 0.290 -2.005 -4.500 0.155
O 1.073 -3.240 -6.240 0.013
H 2.327 -2.893 -3.339 0.084
H 2.918 -3.844 -4.666 0.071
H -0.491 -1.697 -5.047 0.099
H 0.389 -1.687 -3.554 0.060
N -3.739 5.060 -0.654 0.154
C -4.581 4.664 -1.655 -0.689
N -4.744 5.557 -2.665 0.153
O -5.142 3.575 -1.621 -0.003
H -3.268 5.944 -0.637 0.089
H -3.610 4.408 0.099 0.058
H -5.361 5.293 -3.409 0.102
H -4.293 6.458 -2.689 0.048
N 2.255 -0.483 6.931 0.157
C 1.465 -1.064 5.980 -0.663
N 1.186 -0.282 4.894 0.170
O 1.037 -2.202 6.092 0.012
H 2.617 0.448 6.858 0.096
H 2.479 -1.033 7.740 0.105
H 0.608 -0.682 4.174 0.091
H 1.524 0.655 4.785 0.094
N -4.242 9.857 -3.741 0.158
C -4.452 9.487 -2.445 -0.659
N -4.488 10.505 -1.539 0.156
O -4.601 8.319 -2.112 0.009
H -4.120 10.808 -4.032 0.096
H -4.214 9.129 -4.431 0.106
H -4.645 10.258 -0.579 0.106
H -4.372 11.469 -1.784 0.096
N 5.537 -3.396 -6.490 0.156
C 5.772 -4.482 -5.696 -0.682
N 7.083 -4.709 -5.376 0.146
O 4.870 -5.202 -5.301 0.019
H 6.259 -2.789 -6.828 0.092
H 4.582 -3.210 -6.743 0.103
H 7.281 -5.502 -4.796 0.100
H 7.838 -4.132 -5.693 0.090

---

# 3
91
Properties=species:S:1:pos:R:3:lowdin_charge:R:1 method="wB97M-V/def2-TZVPD" charge=+1 homo_energy_ev="-7.8364 / -10.9772" de_lowest_kcal_mol=12.4 gap_ev="4.905 / 8.045" spin_multiplicity=2 s_squared=0.77
Tl 0.239 0.829 -0.479 1.015
C 0.245 0.722 4.027 -0.019
C -0.167 0.296 2.767 -0.137
N 0.469 0.979 1.819 -0.025
N 1.315 1.847 2.431 0.050
C 1.181 1.701 3.764 -0.036
B 2.184 2.799 1.517 -0.582
N 3.056 1.868 0.576 0.031
C 4.396 1.741 0.562 -0.041
C 4.754 0.853 -0.436 -0.026
C 3.545 0.474 -1.013 -0.137
N 2.530 1.080 -0.398 -0.038
N 1.203 3.669 0.657 0.023
C 1.046 5.009 0.641 -0.042
C 0.060 5.326 -0.272 -0.028
C -0.349 4.097 -0.793 -0.109
N 0.337 3.112 -0.225 -0.037
N 3.133 3.732 2.254 -0.021
C 3.444 3.992 3.558 -0.074
C 4.402 4.964 3.584 -0.052
C 4.635 5.259 2.223 -0.139
N 3.881 4.525 1.427 0.061
H -0.081 0.367 4.995 0.111
H -0.891 -0.462 2.496 0.102
H 1.745 2.284 4.468 0.101
H 5.019 2.294 1.247 0.129
H 5.752 0.544 -0.715 0.109
H 3.359 -0.231 -1.814 0.118
H 1.649 5.651 1.263 0.126
H -0.306 6.309 -0.528 0.106
H -1.103 3.874 -1.537 0.121
H 2.985 3.494 4.390 0.091
H 4.867 5.401 4.454 0.100
H 5.324 5.978 1.796 0.111
O -2.485 1.073 -7.003 -0.049
C -1.188 0.528 -6.811 -0.205
C -0.834 0.625 -5.355 -0.182
C 0.528 0.747 -4.957 -0.019
C 0.811 0.818 -3.630 -0.130
N -0.143 0.786 -2.669 -0.025
C -1.474 0.686 -3.024 -0.218
C -1.803 0.594 -4.402 0.049
C -2.448 0.702 -1.990 -0.225
C -3.842 0.607 -2.238 0.048
C -4.738 0.680 -1.219 -0.185
C -6.213 0.604 -1.477 -0.207
O -6.432 -0.018 -2.733 -0.049
C -4.261 0.861 0.112 -0.023
C -2.919 0.922 0.315 -0.137
N -2.012 0.829 -0.684 -0.020
H -2.702 1.043 -7.938 0.094
H -0.433 1.053 -7.399 0.124
H -1.163 -0.524 -7.109 0.133
H 1.326 0.793 -5.689 0.116
H 1.833 0.936 -3.285 0.098
H -2.836 0.526 -4.712 0.118
H -4.211 0.466 -3.245 0.116
H -6.618 1.620 -1.470 0.134
H -6.691 0.057 -0.661 0.126
H -7.375 -0.128 -2.869 0.095
H -4.945 0.947 0.948 0.115
H -2.518 1.061 1.315 0.101
C -1.668 -3.381 3.033 -0.100
C -1.201 -4.592 3.842 -0.281
S 0.479 -5.050 3.477 0.666
O 0.853 -6.162 4.305 -0.290
O 1.285 -3.849 3.474 -0.329
C 0.371 -5.646 1.786 -0.191
C 1.242 -4.916 0.767 -0.101
N 0.651 -3.680 0.206 0.079
C 1.076 -2.424 0.433 -0.282
N 0.328 -1.555 -0.254 0.055
C -0.616 -2.262 -0.934 -0.020
C -0.424 -3.570 -0.677 -0.124
N -1.172 -4.654 -1.267 -0.341
O -2.056 -4.341 -2.017 0.128
O -0.846 -5.793 -1.009 0.097
C 2.207 -2.053 1.327 0.024
H -2.615 -3.007 3.426 0.088
H -1.823 -3.626 1.977 0.070
H -0.926 -2.585 3.103 0.050
H -1.798 -5.491 3.668 0.112
H -1.176 -4.389 4.914 0.112
H -0.681 -5.630 1.503 0.093
H 0.687 -6.686 1.860 0.118
H 1.419 -5.597 -0.050 0.127
H 2.194 -4.634 1.210 0.124
H -1.355 -1.807 -1.584 0.129
H 3.122 -2.581 1.045 0.105
H 1.985 -2.324 2.357 0.064
H 2.383 -0.985 1.257 0.062

---

# 4
11
Properties=species:S:1:pos:R:3:lowdin_charge:R:1 method="wB97M-V/def2-TZVPD" charge=+2 homo_energy_ev=-21.4044 de_lowest_kcal_mol=16.3 gap_ev=10.585 spin_multiplicity=1
C -1.367 -0.007 0.749 -0.050
C 1.347 -0.715 -1.455 -0.096
N -0.407 -0.715 0.546 0.354
N -2.384 0.691 0.845 0.302
O 0.508 -1.422 -1.748 0.419
O 2.513 0.622 -0.073 0.167
O 2.242 0.119 -1.373 0.223
H 0.158 -1.441 0.662 0.084
H 3.261 1.290 -0.208 0.218
H -3.223 0.153 0.600 0.203
H -2.649 1.425 1.457 0.176

---

# 5
7
Properties=species:S:1:pos:R:3:lowdin_charge:R:1 method="wB97M-V/def2-TZVPD" charge=-1 homo_energy_ev=-3.2009 de_lowest_kcal_mol=6.3 gap_ev=7.325 spin_multiplicity=1
C -1.328 -0.477 0.265 -0.771
N 1.499 0.601 -0.335 -0.428
O -0.829 -1.367 0.845 0.007
O -2.197 -0.092 -0.480 -0.027
S 0.119 1.367 0.627 0.337
H 1.501 -0.177 0.278 -0.090
H 1.234 0.145 -1.199 -0.027

---

# 6
7
Properties=species:S:1:pos:R:3:lowdin_charge:R:1 method="wB97M-V/def2-TZVPD" charge=-1 homo_energy_ev=-4.0114 de_lowest_kcal_mol=4.8 gap_ev=8.162 spin_multiplicity=1
N 1.015 0.183 -1.015 0.252
N -1.270 -0.271 0.106 -0.716
N 1.739 0.361 -0.188 -0.338
O -2.080 0.312 -0.623 -0.094
O -1.039 -1.457 -0.050 -0.088
O -0.779 0.350 1.076 -0.125
O 2.413 0.521 0.694 0.109

---

# 7
16
Properties=species:S:1:pos:R:3:lowdin_charge:R:1 method="wB97M-V/def2-TZVPD" homo_energy_ev="-7.3542 / -7.3506" de_lowest_kcal_mol=144.6 gap_ev="6.090 / 6.084" spin_multiplicity=1
C -2.452 -0.913 0.317 -0.357
C -1.802 0.215 0.024 -0.486
C 0.321 -0.139 -1.022 -0.115
C 0.740 1.052 -0.200 -0.321
C -0.135 2.267 -0.348 -0.361
C 1.211 -2.085 0.176 -0.092
N -2.829 -1.912 0.721 0.170
O 0.707 -1.351 -0.893 -0.126
S -1.961 1.796 0.171 1.008
H 1.092 0.983 0.906 0.139
H 1.632 1.434 -0.657 0.108
H -0.077 3.119 0.372 0.080
H -0.223 2.558 -1.348 0.052
H 1.171 -3.188 0.068 0.095
H 0.438 -1.983 1.056 0.121
H 2.168 -1.852 0.658 0.085